# 1
Below is a molecular structure, C34H42N6O3SW at a distorted geometry, with properties calculated with wB97M-V/def2-TZVPD.

XYZ file:
```
87
Properties=species:S:1:pos:R:3:mulliken_charge:R:1
H -4.275 5.220 3.727 0.497
H -1.318 -1.646 -1.955 0.903
C 2.525 -3.209 -2.477 0.182
C -0.180 -2.525 0.700 -0.030
N -1.855 1.787 -0.233 -0.161
C -3.526 4.530 3.359 -0.928
C -3.435 -2.041 -1.792 -0.342
C -0.196 -1.084 5.382 -1.193
H -2.349 4.610 5.156 0.520
C -2.251 -1.502 -1.433 -1.263
C 0.912 -0.424 3.309 0.235
C -1.448 3.317 3.708 -0.919
C -1.577 2.770 2.454 0.543
H 3.009 2.595 -0.222 0.422
H -0.232 -4.634 0.966 0.578
H 3.956 -4.364 -4.308 0.428
C 1.371 -2.962 -1.506 0.024
C -3.552 -0.667 0.178 -0.598
H -2.599 1.787 -2.221 0.627
H -3.480 -1.573 6.053 0.528
C 4.609 -2.338 -4.650 -1.044
C 2.136 2.552 0.426 -0.974
H 3.121 -0.163 2.289 0.815
H 0.182 -1.007 -5.399 0.397
C 2.504 1.825 1.705 -0.768
C -2.648 2.692 0.263 -0.316
W -0.637 0.476 0.823 1.194
C -2.587 -1.324 5.494 -0.737
H 2.564 -0.090 0.634 0.048
H 0.300 -2.827 -3.739 0.238
H 2.175 2.229 -2.179 0.443
C -1.564 -0.633 3.467 0.275
H -3.679 -0.917 3.678 0.502
H -4.447 4.295 1.435 0.555
H 0.926 -3.415 -5.262 0.483
H 3.152 -3.577 -5.661 0.409
H 1.875 -1.213 -5.825 0.390
C -3.626 4.008 2.085 -0.953
H 4.211 -1.379 -4.987 0.264
H -0.746 -2.344 1.598 0.515
H 1.881 2.166 2.527 0.286
C 3.539 -3.422 -4.656 -0.709
H 1.472 -0.582 -4.234 0.073
H -0.183 3.668 -0.085 0.506
O 3.545 -3.526 -1.892 -0.580
H -1.174 0.804 -1.950 -0.183
H 1.835 -0.538 3.871 0.610
N 0.235 -1.454 -0.018 0.184
C -0.290 -0.693 4.044 0.844
O -1.632 -0.322 2.130 1.015
H 2.465 0.713 -1.350 0.947
C 1.690 1.414 -1.639 -1.853
C -0.731 2.915 -2.050 -1.130
H -0.247 2.716 -3.006 0.414
C -1.338 -1.390 6.108 -0.900
H 1.336 -0.857 -1.669 0.103
H -0.588 3.076 4.321 0.580
H -1.258 -1.690 7.145 0.498
N 1.033 -0.081 2.067 -0.179
C -2.707 -0.952 4.159 -0.840
N 1.011 1.972 -0.438 1.274
N 2.364 -3.112 -3.799 0.126
H 1.220 -5.055 -1.035 0.634
H 0.979 0.947 -2.314 0.329
H 0.782 -1.151 5.848 0.567
O -0.598 1.949 1.957 1.158
H 1.885 3.579 0.677 0.436
H 5.413 -2.625 -5.328 0.402
H 1.029 3.876 -1.329 0.725
H -3.838 -0.099 1.050 0.249
C 1.119 -2.714 -4.451 -0.622
C 0.922 -4.049 -0.759 -0.784
C 0.277 3.187 -0.944 -1.212
H -3.317 3.198 -0.435 0.709
H -1.313 3.830 -2.185 0.435
H -3.637 -2.694 -2.630 0.486
C 1.160 -1.294 -5.006 -0.891
H 5.036 -2.222 -3.656 0.311
C 0.988 -1.697 -1.117 -0.311
C -2.438 4.186 4.163 -0.768
C 2.396 0.307 1.631 -0.972
C -2.659 3.105 1.618 0.636
C 0.122 -3.817 0.349 -1.411
H 3.523 2.113 1.962 0.715
N -2.322 -0.712 -0.299 0.529
S -4.659 -1.565 -0.701 0.022
C -1.646 1.751 -1.694 -0.245
```

net charge	+4
largest force on an atom	1.7	eV/Å
HOMO level	-18.08	eV
molecular weight	798.66	g mol⁻¹
relative energy (zero: lowest compared OMol25 entry of this formula, charge and spin)	10.8	kcal/mol
spin multiplicity	1

---

# 2
Below is a gas-phase ion, C21H17N2S2 (charge +1) at a distorted geometry, with properties calculated with wB97M-V/def2-TZVPD.

XYZ file:
```
42
Properties=species:S:1:pos:R:3:mulliken_charge:R:1
C 1.158 -0.091 0.267 1.129
C -3.004 -2.840 0.328 -0.815
C 2.438 1.601 -0.928 -0.830
N 2.984 1.170 0.335 0.192
H 5.695 0.189 3.845 0.342
H -7.389 -1.142 -2.073 0.405
H -1.043 -3.553 0.885 0.423
C 4.320 0.688 2.167 0.610
H 7.408 1.785 3.169 0.348
C -6.378 -0.768 -2.068 -0.675
C -2.007 -0.936 -0.526 0.569
S -2.136 0.568 -1.368 -0.250
H 0.810 -1.761 1.489 0.395
H 7.083 3.297 1.211 0.385
H -4.451 1.843 -3.056 0.420
H 5.000 3.020 -0.268 0.401
H 0.924 0.266 -1.838 0.481
C 0.302 -1.173 0.742 -0.833
H -3.003 -3.725 -0.315 0.315
H -3.816 -2.948 1.029 0.412
H 2.222 2.695 -1.039 0.333
C 5.099 2.474 0.663 -0.695
H -5.763 -2.439 -0.828 0.378
C -4.703 0.918 -2.567 -0.666
C -4.175 -1.050 -1.173 -0.263
C 5.511 0.799 2.945 -0.526
C 4.140 1.487 1.037 0.094
N -3.100 -1.605 -0.458 0.205
C -1.000 -1.517 0.370 0.486
C -5.455 -1.503 -1.313 -0.580
C -5.980 0.426 -2.687 -0.496
C -3.786 0.150 -1.794 1.011
H 0.249 1.563 -0.842 0.338
H 2.990 1.251 -1.752 0.315
C -1.649 -2.674 1.041 -0.947
C 2.275 0.222 0.963 0.036
C 6.282 2.617 1.478 -0.608
S 2.977 -0.425 2.411 -0.310
H -1.810 -2.437 2.130 0.322
H -6.745 0.942 -3.273 0.370
C 6.471 1.766 2.582 -0.436
C 1.059 0.847 -0.918 -0.786
```

net charge	+1
largest force on an atom	4.5	eV/Å
HOMO level	-9.69	eV
molecular weight	361.51	g mol⁻¹
spin multiplicity	1

---

# 3
Below is a molecular structure, C48H46ClF5N7OPbSSeSi, with properties calculated with wB97M-V/def2-TZVPD.

XYZ file:
```
112
Properties=species:S:1:pos:R:3:mulliken_charge:R:1
F -1.749 5.234 1.205 -0.312
H -5.951 -0.178 4.919 0.338
H 5.929 -3.550 -3.848 0.476
H -2.609 0.187 -2.929 0.441
C -0.464 -4.755 0.444 -0.472
C 2.040 -0.987 -4.854 -2.008
N 0.729 0.761 6.098 -1.148
C -1.665 -4.369 1.029 -0.874
H 6.091 -2.000 -4.688 0.387
N 4.622 -0.613 -1.262 -0.882
H 3.549 0.924 -3.915 0.551
C -0.044 -2.273 -4.024 -0.461
C 4.043 -2.552 -4.177 2.540
H 1.948 0.006 -5.297 0.271
C -1.664 2.773 -0.953 -1.064
C 3.542 -1.112 -4.523 1.998
H 0.863 2.810 7.007 0.349
N 2.882 0.289 -0.148 0.036
C -0.661 -2.403 -5.268 -0.499
C 3.324 -3.168 -2.970 -1.737
H 0.419 -0.243 -3.608 0.358
H 2.263 -3.333 -3.159 0.275
C 4.060 -0.388 -0.092 -0.622
C -2.117 2.101 -2.083 -1.029
H -3.989 -1.448 5.737 0.393
C 0.973 -1.177 -3.744 1.141
C 1.364 3.311 3.620 0.456
C -5.677 4.433 1.925 0.257
C -0.848 -2.094 1.303 0.112
C -2.250 0.718 -2.053 -0.647
H 1.479 2.481 0.468 0.357
C 5.553 -2.523 -3.893 -1.962
Cl -3.084 -5.546 -4.795 -0.248
N 3.731 -0.069 -2.127 1.048
C 1.049 3.453 6.156 -1.559
H -1.892 -1.462 4.444 0.375
H -1.611 -4.851 -2.446 0.533
Pb 1.428 0.088 2.865 0.604
C -2.641 -0.206 2.864 0.501
C 0.550 -3.818 0.287 -0.537
C -4.720 4.017 2.831 0.167
C -5.307 5.102 0.778 0.671
C -0.407 -3.164 -3.020 0.457
C 2.715 0.474 -1.436 -0.140
C -1.850 -3.058 1.454 -0.064
C 1.556 5.303 2.315 -0.554
H 2.782 -3.529 -5.701 0.269
N 1.411 2.565 2.517 0.200
C -3.757 0.517 2.429 -0.176
H -0.431 -1.701 -6.062 0.481
C 1.155 2.622 4.914 0.369
H 1.421 5.289 4.453 0.341
C 0.355 -2.508 0.713 0.127
C -1.331 2.059 0.193 0.429
F -6.231 5.510 -0.106 -0.343
F -5.164 3.372 3.913 -0.442
C -3.929 -0.902 4.803 -0.732
C 4.000 0.002 -3.553 -3.017
C -1.924 0.011 -0.899 -0.357
C -1.450 0.665 0.244 0.626
H -2.062 -3.501 -6.481 0.423
Si -1.046 -0.274 1.848 -0.120
C 0.604 -0.542 6.127 0.375
H 1.968 4.023 6.317 0.378
C -2.749 -0.907 4.072 -0.105
H 0.214 4.154 6.049 0.319
H -5.787 1.104 2.807 0.379
H 5.774 -2.044 -2.940 0.328
N 0.263 -1.035 7.360 -0.462
H -2.055 -1.067 -0.885 0.407
H 0.048 -3.082 -2.039 0.470
H 4.101 -4.506 -5.075 0.493
H 3.772 -4.143 -2.762 0.696
Se -2.053 3.633 3.868 -0.277
H 5.075 0.096 -3.670 0.447
H 3.437 -2.562 -2.066 0.111
H -2.380 2.654 -2.978 0.380
H 1.492 -4.108 -0.168 0.353
C -3.969 5.350 0.562 0.054
H 1.596 6.382 2.240 0.394
H -1.585 3.853 -0.958 0.547
H 1.566 4.962 0.182 0.429
F -3.593 6.012 -0.547 -0.388
H -2.462 -5.092 1.160 0.402
H 1.163 -1.790 0.570 -0.251
C 3.825 -3.491 -5.375 -1.992
C -1.341 -4.169 -3.243 -1.189
H -0.107 -0.359 8.009 0.236
C -4.939 0.528 3.160 -0.504
H 1.829 -1.692 -5.656 0.804
H -3.699 1.096 1.512 0.396
H 1.891 1.000 -1.901 0.430
F -6.978 4.194 2.147 -0.355
C -1.922 -4.283 -4.492 0.180
H -0.996 2.601 1.076 0.368
H 3.952 -1.184 -6.445 0.542
H 4.513 -0.706 0.837 0.519
H 4.461 -3.228 -6.226 0.502
H -0.130 -1.957 7.375 0.231
C -1.594 -3.402 -5.510 -0.939
C 1.547 4.521 1.169 -0.871
H -0.317 -5.776 0.114 0.406
C -3.029 4.925 1.479 0.476
O 4.238 -0.648 -5.699 -0.699
S 0.825 -1.711 4.874 -0.557
C 1.481 3.150 1.322 -0.015
H -2.792 -2.778 1.916 0.385
C -5.030 -0.186 4.347 -0.738
H 1.441 -1.390 -2.783 -0.472
C -3.350 4.235 2.650 -0.348
N 1.012 1.345 4.905 0.962
C 1.465 4.697 3.551 -0.589
```

net charge	-1
largest force on an atom	0.6	eV/Å
HOMO level	-3.84	eV
molecular weight	1213.70	g mol⁻¹
relative energy (zero: lowest compared OMol25 entry of this formula, charge and spin)	0.0	kcal/mol
spin multiplicity	1